[1]
Density functional theory data (ωB97M-V with the def2-TZVPD basis set) for C11H18N4O3 in the gas phase at a distorted geometry.

Element x y z (Å)
C 2.2685 -1.4797 -0.8781
C 2.9329 -0.1861 -0.3818
C 4.3935 -0.2493 0.0890
C 2.0679 0.6142 0.6729
N 1.3335 -0.2787 1.6051
C 1.0859 1.6184 0.0411
O 1.2530 2.8043 -0.1469
N -0.0922 0.9944 -0.1967
C -1.3135 1.5962 -0.6919
C -2.0559 0.4990 -1.4893
C -2.4947 -0.5969 -0.6825
C -3.7749 -0.9136 -0.3654
N -3.7098 -1.8796 0.6036
C -2.3812 -2.1256 0.8480
N -1.5959 -1.4135 0.0544
C -2.2997 2.1182 0.3082
O -3.3331 2.6134 -0.1314
O -1.9946 2.0677 1.6219
H 2.2656 -2.2912 -0.1125
H 1.2537 -1.2929 -1.1596
H 2.7327 -1.8400 -1.8208
H 3.0122 0.4910 -1.2468
H 4.9653 -0.5612 -0.7369
H 4.5252 -0.9421 0.9158
H 4.8201 0.6833 0.3095
H 2.7254 1.2354 1.2743
H 1.6802 -0.3377 2.5604
H 1.2250 -1.1785 1.1623
H -0.0048 -0.0365 -0.0437
H -1.0306 2.3696 -1.3862
H -2.9290 0.9447 -1.9309
H -1.5227 0.1221 -2.3721
H -4.7214 -0.5613 -0.7404
H -4.5180 -2.4742 0.7189
H -2.1095 -2.7899 1.6882
H -2.6588 2.6567 2.0402

Energy above the lowest of the compared OMol25 structures with the same formula, charge and spin ... 28.4 kcal per mole
LUMO level ... 0.648 eV
Spin multiplicity ... 1
Total charge ... 0
Orbital gap ... 9.2 eV
F_max ... 0.050 hartree/bohr
DFT total energy ... -23802.265 eV
HOMO level ... -0.3153 Eh

=====

[2]
Density functional theory data (ωB97M-V with the def2-TZVPD basis set) for a molecular structure, C11H18N5OV at a distorted geometry.

Element x y z (Å)
V 0.4234 -0.5236 -1.3504
C -0.6813 -2.0634 0.8943
C 0.6380 -2.7338 0.6106
N 1.5822 -1.7351 -0.0080
C 2.2811 -0.8478 0.9822
C 1.5968 0.4818 1.0917
C 1.8197 1.3751 2.1090
C 1.1839 2.6134 2.0753
C 0.3261 2.9419 1.0280
C 0.1243 2.0244 0.0291
C -0.7218 2.2653 -1.1837
N -1.0634 0.9636 -1.8439
C -2.4007 0.3893 -1.4548
C -2.2638 -0.4085 -0.1848
N -1.1491 -1.4067 -0.3813
N 0.7636 0.8115 0.0540
H -0.5998 -1.2734 1.6416
H -1.4368 -2.7721 1.2347
H 0.5197 -3.5475 -0.1085
H 1.0810 -3.1626 1.5100
H 2.3094 -2.2836 -0.4649
H 3.2991 -0.6877 0.6188
H 2.3575 -1.3455 1.9494
H 2.4854 1.1159 2.9229
H 1.3548 3.3271 2.8732
H -0.1713 3.9030 0.9961
H -0.1509 2.8599 -1.9012
H -1.6275 2.8245 -0.9470
H -1.1201 1.1551 -2.8425
H -2.7241 -0.2458 -2.2827
H -3.1367 1.1875 -1.3548
H -3.1825 -0.9416 0.0618
H -1.9873 0.2049 0.6728
H -1.5103 -2.1508 -0.9918
O 1.2748 -1.5248 -2.7698
N 0.5064 -0.7897 -3.2857

LUMO level (alpha / beta) ... -13.474 / -13.677 eV
Spin multiplicity ... 2
Total charge ... +3
Orbital gap (alpha / beta) ... 7.2 / 7.0 eV
F_max ... 0.025 hartree/bohr
DFT total energy ... -46855.185 eV
HOMO level (alpha / beta) ... -0.7585 / -0.7587 Eh

=====

[3]
Density functional theory data (ωB97M-V with the def2-TZVPD basis set) for a molecular structure, C11H18N9O2RuSSe.

Element x y z (Å)
Ru 0.0393 -0.4334 -0.4950
C 1.4587 -3.6984 5.2074
C 0.4839 -2.9292 4.3378
N 1.0190 -2.7980 2.9854
C 0.4510 -2.0344 2.0532
S 1.1809 -2.1116 0.4322
N -0.5991 -1.3215 2.3561
N -1.0410 -0.5723 1.3105
C -2.1470 0.0813 1.4133
C -2.9951 0.0870 2.6376
C -2.5334 0.8529 0.2167
C -3.6755 1.6360 0.1812
C -3.9817 2.3387 -0.9736
C -3.1433 2.2388 -2.0703
C -2.0245 1.4325 -1.9724
N -1.7237 0.7597 -0.8611
H 1.0536 -3.8110 6.2113
H 2.4129 -3.1766 5.2842
H 1.6377 -4.6986 4.8087
H 0.3081 -1.9285 4.7323
H -0.4850 -3.4324 4.2934
H 1.7753 -3.4007 2.7058
H -2.5548 -0.5515 3.3949
H -4.0008 -0.2678 2.4053
H -3.0777 1.1025 3.0304
H -4.3148 1.6985 1.0490
H -4.8689 2.9559 -1.0139
H -3.3475 2.7661 -2.9906
H -1.3416 1.3080 -2.8023
N 3.1839 -0.4137 -1.6570
N 3.1167 0.8635 -2.1975
C 2.4366 1.8581 -1.5985
N 2.7570 3.0948 -1.9721
N 1.4745 1.5107 -0.7277
N 0.9327 2.4829 0.0841
O 1.1935 3.6698 -0.0350
O 0.1616 2.0469 0.9177
H 4.1363 -0.6365 -1.3980
H 2.8026 -1.0911 -2.3052
H 3.6938 1.1053 -2.9901
H 3.6037 3.2555 -2.4899
H 2.2714 3.8687 -1.5450
Se 0.0348 -1.4103 -2.5829

Energy above the lowest of the compared OMol25 structures with the same formula, charge and spin ... 0.9 kcal per mole
LUMO level (alpha / beta) ... -3.348 / -4.207 eV
Spin multiplicity ... 5
Total charge ... +1
Orbital gap (alpha / beta) ... 7.6 / 7.0 eV
F_max ... 0.011 hartree/bohr
DFT total energy ... -107959.530 eV
HOMO level (alpha / beta) ... -0.4015 / -0.4135 Eh

=====

[4]
Density functional theory data (ωB97M-V with the def2-TZVPD basis set) for a molecular structure, C11H18NO4SY at a distorted geometry.

Element x y z (Å)
Y -0.4370 0.2198 0.3187
C -1.2942 -2.5759 0.9891
O -1.3479 -1.2931 1.6251
C -0.8218 -1.2325 2.9907
C -0.8225 0.2445 3.5067
O -0.5128 1.1559 2.4698
C 0.7065 1.9768 2.6245
C 1.9331 1.2828 2.1390
O 1.6987 0.6227 0.8276
C 2.7565 0.1426 0.0736
H -0.2921 -2.9729 1.1298
H -1.5931 -2.4893 -0.0704
H -1.8619 -3.2529 1.5865
H 0.2076 -1.7288 2.9053
H -1.4203 -1.8129 3.6985
H -0.0608 0.2615 4.3738
H -1.8290 0.5602 3.8551
H 0.7345 2.3826 3.6303
H 0.4806 2.8653 2.0087
H 2.3541 0.5643 2.8272
H 2.8027 1.9750 2.0405
H 3.3004 0.9823 -0.3768
H 2.3561 -0.5412 -0.6959
H 3.3921 -0.4366 0.7247
O 0.0619 -0.8133 -1.4562
N -0.3749 -0.2655 -2.6734
C -0.5678 -1.1169 -3.7724
C -0.9920 -0.6055 -4.9913
C -1.3776 0.7830 -5.0709
C -1.2122 1.5541 -3.9232
C -0.7753 1.0773 -2.6354
S -0.7736 2.1638 -1.3270
H -0.1757 -2.1211 -3.6066
H -1.0455 -1.3176 -5.8108
H -1.8961 1.1534 -5.9833
H -1.3007 2.6080 -3.9515

Energy above the lowest of the compared OMol25 structures with the same formula, charge and spin ... 10.7 kcal per mole
LUMO level ... -6.302 eV
Spin multiplicity ... 1
Total charge ... +2
Orbital gap ... 8.5 eV
F_max ... 0.082 hartree/bohr
DFT total energy ... -33242.043 eV
HOMO level ... -0.5447 Eh

=====

[5]
Density functional theory data (ωB97M-V with the def2-TZVPD basis set) for a gas-phase ion, C11H18NOS (charge +1) at a distorted geometry.

Element x y z (Å)
C -1.0369 -1.3529 0.6158
C 2.8522 -0.5581 -1.1201
C 1.3913 -0.6352 -1.3993
C 0.5444 1.5706 0.0498
C -0.6284 0.8686 -0.6038
C 0.6714 0.3354 -0.9282
C 3.3415 -1.2260 0.1012
C 0.1263 -1.4841 1.4742
C 1.0153 2.9299 -0.2042
C -4.0211 -0.2912 0.4798
C -1.5780 0.0625 0.3452
N -2.8104 -0.1739 -0.4334
O -1.6452 -2.2890 0.0834
S 5.0190 -1.4836 0.0152
H 3.4188 -0.8695 -2.0904
H 3.0522 0.4823 -0.7424
H 0.8927 -1.4454 -1.9756
H 0.6829 1.0917 1.0750
H -1.1139 1.2541 -1.4927
H 1.0217 -1.2494 0.9386
H 0.1697 -0.6609 2.2013
H 0.1577 -2.3985 2.0356
H 1.3777 3.4911 0.6362
H 0.4074 3.6996 -0.8080
H 1.9670 2.9792 -0.8889
H -4.7861 -0.7860 -0.1855
H -3.6528 -0.8232 1.3870
H -4.3014 0.6784 0.6786
H -1.7823 0.5383 1.2802
H -2.7248 -1.1246 -0.8868
H -3.0050 0.6192 -1.0421
H 4.9771 -1.7493 1.4044

Energy above the lowest of the compared OMol25 structures with the same formula, charge and spin ... 52.2 kcal per mole
LUMO level ... -2.837 eV
Spin multiplicity ... 1
Total charge ... +1
Orbital gap ... 8.4 eV
F_max ... 0.097 hartree/bohr
DFT total energy ... -26059.323 eV
HOMO level ... -0.4147 Eh

=====

[6]
Density functional theory data (ωB97M-V with the def2-TZVPD basis set) for 2 unconnected molecules or ions with the total composition C11H18NS at a distorted geometry.

Element x y z (Å)
C 0.4021 -2.9520 2.0246
C 1.5049 -2.1868 2.0709
C -0.5444 -2.8519 1.0581
C 1.5089 -1.0547 1.2788
C -0.5351 -1.8057 0.2023
C 0.5125 -0.7966 0.3649
C 1.6466 1.2232 -0.5035
C -1.2480 1.9698 -1.8664
C -0.1575 0.0254 -2.7543
C -0.5014 1.8807 1.6729
C 0.3807 0.4999 -0.2716
N -0.6186 0.6425 -1.4673
S -1.2080 0.8963 2.9045
H 0.2265 -3.7961 2.8037
H 2.3190 -2.4214 2.8747
H -1.4753 -3.5021 0.9190
H 2.2834 -0.4161 1.4810
H -1.2121 -1.5680 -0.6215
H 2.3774 1.0570 0.3390
H 2.0878 0.6028 -1.3124
H 1.4170 2.3646 -0.5125
H -2.2776 1.7390 -2.2412
H -1.5337 2.5165 -0.9256
H -0.7283 2.3698 -2.7528
H 0.6082 0.7420 -3.1281
H 0.2732 -0.9076 -2.6844
H -1.1098 -0.1305 -3.3405
H 0.6433 1.9875 1.8656
H -1.0385 2.6133 1.0500
H -1.5595 0.1309 -1.1761
H -2.4435 1.1282 2.6480

Energy above the lowest of the compared OMol25 structures with the same formula, charge and spin ... 73.6 kcal per mole
LUMO level (alpha / beta) ... -3.324 / -3.847 eV
Spin multiplicity ... 1
Total charge ... +1
Orbital gap (alpha / beta) ... 7.6 / 6.9 eV
F_max ... 0.104 hartree/bohr
DFT total energy ... -24012.800 eV
HOMO level (alpha / beta) ... -0.4016 / -0.3953 Eh

=====

[7]
Density functional theory data (ωB97M-V with the def2-TZVPD basis set) for 2 unconnected molecules or ions with the total composition C11H18NS at a distorted geometry.

Element x y z (Å)
C 4.1309 -0.5452 -0.1615
C 3.4874 -0.5310 -1.3879
C 3.4818 -0.1573 0.9572
C 2.1376 -0.1102 -1.5213
C 2.1518 0.2371 0.8483
C 1.5576 0.4640 -0.3783
C -1.4983 -1.1616 -1.5085
C -3.3563 0.3487 0.0016
C -2.3727 -0.6238 2.0184
C 0.2097 1.0055 -0.5099
C -1.3145 -0.9851 -0.0568
N -2.3122 -0.3833 0.5751
S -0.3142 2.0439 0.9071
H 5.2013 -0.6644 -0.2365
H 4.1555 -0.7012 -2.1967
H 3.9528 -0.0982 1.9338
H 1.7031 -0.0178 -2.4726
H 1.7516 0.5813 1.7733
H -1.9043 -2.2588 -1.7369
H -0.4849 -1.0995 -2.0439
H -2.1315 -0.3437 -1.9372
H -3.7399 -0.1567 -0.9052
H -4.0857 0.4541 0.7365
H -2.9405 1.3544 -0.2037
H -3.1281 0.0075 2.3359
H -2.5240 -1.6798 2.1793
H -1.5039 -0.2815 2.4918
H -0.2121 1.3880 -1.5003
H -0.7120 -1.6207 0.5201
H -0.3934 3.3357 0.3538
H 1.0073 2.1997 1.1247

Energy above the lowest of the compared OMol25 structures with the same formula, charge and spin ... 0.0 kcal per mole
LUMO level (alpha / beta) ... -3.783 / -5.208 eV
Spin multiplicity ... 3
Total charge ... +1
Orbital gap (alpha / beta) ... 4.6 / 7.7 eV
F_max ... 0.064 hartree/bohr
DFT total energy ... -24011.255 eV
HOMO level (alpha / beta) ... -0.3063 / -0.4730 Eh

=====

[8]
Density functional theory data (ωB97M-V with the def2-TZVPD basis set) for 2 unconnected molecules or ions with the total composition C11H18O at a distorted geometry.

Element x y z (Å)
C 2.5356 0.4951 -0.9730
C 1.5229 1.4764 -0.4567
C 0.2823 1.5459 -1.0886
C -0.7082 2.3948 -0.6047
C -0.4308 3.1878 0.4907
O -1.3609 4.0402 1.0405
C 0.8323 3.2026 1.0700
C 1.7604 2.2614 0.6742
H 2.1081 -0.2890 -1.6115
H 3.0331 -0.0607 -0.1756
H 3.3033 0.9093 -1.6311
H 0.1553 1.0176 -2.0227
H -1.6919 2.2938 -1.0483
H -2.2251 3.8465 0.6701
H 1.0341 3.7920 1.9524
H 2.6796 2.0377 1.1789
C -1.2933 -3.6347 0.5360
C -0.5052 -2.3675 0.1318
C -1.0425 -1.8844 -1.2175
C -0.6569 -1.2808 1.1977
H -1.2556 -3.7806 1.6252
H -0.7916 -4.4731 0.0646
H -2.3569 -3.5952 0.3202
H 0.5262 -2.7129 0.0522
H -2.0380 -1.4621 -1.0741
H -0.4026 -1.1351 -1.6704
H -1.0724 -2.7549 -1.8773
H -0.0500 -0.4422 0.8468
H -1.7068 -1.1024 1.4459
H -0.1844 -1.5256 2.1542

Energy above the lowest of the compared OMol25 structures with the same formula, charge and spin ... 10.3 kcal per mole
LUMO level ... 0.865 eV
Spin multiplicity ... 1
Total charge ... 0
Orbital gap ... 9.3 eV
F_max ... 0.029 hartree/bohr
DFT total energy ... -13746.221 eV
HOMO level ... -0.3093 Eh